No. 1
Formula: C47H50AlBN5
Source: the OMol25 dataset
Level of theory: ωB97M-V/def2-TZVPD

Summary:
HOMO	-0.38457	Eh
molar mass	722.746	g mol⁻¹
LUMO level	-3.42	eV
multiplicity	1
charge	+1
total energy	-64273.35242	eV
energy relative to the best compared isomer or geometry (same formula, charge and spin)	26.1	kcal per mole

CARTESIAN COORDINATES (ANGSTROEM)
Al  -0.35476  1.27863  0.50773
N  -0.64303  -1.61536  -0.68087
N  -0.26447  1.95590  -1.54296
N  0.61615  4.44457  -6.20114
N  1.46320  -1.34252  0.16969
N  -1.03489  1.05007  2.52844
C  4.84395  0.16631  -0.34140
C  3.50271  -0.94263  -2.09863
C  -3.17312  -0.36448  0.33171
C  5.20529  0.49977  0.95299
C  -1.55077  -0.03361  4.65438
C  -1.27273  2.22885  3.08983
C  -0.50867  -3.76801  -4.05509
C  -0.23331  4.38594  0.25066
C  -1.07056  2.69826  -3.65984
C  0.19386  3.17848  -3.97798
C  -1.52594  -2.43889  4.84429
C  2.77947  -0.79077  0.43882
C  0.96142  2.38041  -1.87338
C  -0.47563  3.23332  0.99811
C  -1.74627  1.24103  5.22452
C  3.18416  -0.53517  1.76489
C  -0.60757  5.64996  0.68350
C  -0.37496  -2.33684  -3.52225
C  -1.71326  -1.21323  5.41474
C  0.42830  3.87215  -5.22040
C  -1.18249  -0.10305  3.29277
C  3.06347  -2.33135  3.48658
C  -1.61295  2.35037  4.45403
C  -1.67317  -1.83811  -2.89637
C  -3.56127  1.12111  0.41894
C  -4.18840  -1.24646  1.06266
C  -0.02494  -2.87308  -0.53515
C  2.40893  -1.05092  2.95485
C  0.08184  -1.38882  -4.63873
C  -1.16530  -2.51657  3.48685
C  -4.05104  -0.71165  -1.97537
C  3.58467  -2.47364  -2.25272
C  3.65147  -0.49551  -0.63635
C  -0.99771  -1.38707  2.73440
C  -1.25362  2.08929  -2.43512
C  2.30418  -0.38590  -2.86526
C  2.25690  -0.01880  4.07596
C  -1.52158  4.68111  2.66432
C  -2.98176  -0.84419  -1.09538
C  4.38995  0.11910  1.99941
C  -2.77967  -1.70776  -3.72981
C  -1.27841  5.79833  1.88581
C  1.23573  2.99768  -3.07457
C  -1.10138  3.42290  2.23701
C  1.21760  -2.71014  -0.03182
C  -3.96807  -1.16243  -3.27943
C  -1.79221  -1.44673  -1.54612
B  0.24555  -0.62950  -0.11598
H  -5.17285  -1.16029  0.59128
H  -1.61031  6.77471  2.21674
H  1.35876  -0.60666  -2.36884
H  4.26807  -2.90717  -1.51893
H  -3.88651  -2.29581  1.02329
H  -0.72781  -1.48105  1.69268
H  0.45763  -4.12427  -4.42362
H  4.70071  0.31910  3.02104
H  -1.66074  -3.34459  5.42569
H  -4.97711  -0.26744  -1.62321
H  -2.22045  -0.46584  0.83429
H  -2.06001  4.80979  3.59467
H  -1.74362  3.32947  4.88630
H  -0.64696  -1.34939  -5.45186
H  0.40343  -2.33969  -2.76726
H  3.20821  0.18259  4.57648
H  0.26693  4.33083  -0.70435
H  -1.99053  -1.11870  6.45954
H  1.87163  0.92982  3.68760
H  -2.73950  1.77132  0.08649
H  4.38421  -0.54237  -2.59816
H  2.27372  -0.82196  -3.86809
H  1.55980  -0.39247  4.83135
H  3.95596  -2.73024  -3.24884
H  -0.52236  -3.78451  -0.83541
H  1.74511  2.21626  -1.13342
H  2.48791  -2.72951  4.33026
H  1.03261  -1.73079  -5.05892
H  -2.22373  1.68859  -2.15101
H  -1.89344  2.79538  -4.35489
H  -0.84880  -4.45531  -3.27659
H  1.42290  -1.31809  2.61659
H  -1.02374  -3.48598  3.02316
H  4.08396  -2.13353  3.82955
H  6.13696  1.02224  1.14141
H  -2.70261  -2.02643  -4.76351
H  -4.82000  -1.07711  -3.94371
H  2.23696  3.33515  -3.30831
H  5.51736  0.40919  -1.15789
H  2.38931  0.69518  -2.97829
H  1.96009  -3.46598  0.18014
H  0.22119  -0.37257  -4.25674
H  2.60590  -2.93874  -2.13209
H  -1.22422  -3.81640  -4.88110
H  -4.28266  -0.95267  2.11280
H  -1.99687  1.32103  6.27761
H  -4.43359  1.35640  -0.19354
H  3.10986  -3.09937  2.71080
H  -3.79462  1.39103  1.45360
H  -0.39100  6.51651  0.06943

Cartesian forces, eV/Å:
0.121 0.843 0.226
-0.295 -0.281 -0.001
-0.160 -0.010 -0.376
-0.069 -0.236 0.362
0.128 -0.247 0.203
-0.145 -0.493 -0.075
-0.008 0.022 -0.041
-0.196 -0.127 0.204
-0.160 0.058 -0.101
0.035 0.028 -0.011
0.026 0.023 -0.032
0.084 -0.015 0.066
0.009 0.022 0.024
0.026 -0.072 -0.095
-0.065 -0.022 -0.143
0.078 0.079 -0.019
-0.037 -0.067 0.102
0.045 0.038 0.036
-0.205 -0.121 0.203
0.059 -0.301 0.057
-0.004 0.037 0.041
-0.138 -0.100 -0.192
-0.011 0.079 -0.012
-0.154 -0.023 -0.154
0.016 -0.009 0.071
0.035 0.121 -0.270
-0.062 -0.005 -0.053
-0.041 -0.028 0.069
-0.045 0.082 0.112
0.139 0.026 0.054
-0.009 -0.312 0.099
-0.014 0.029 0.018
0.061 0.137 -0.047
0.175 0.080 0.165
-0.291 -0.036 -0.150
-0.038 -0.059 0.002
-0.057 -0.007 -0.023
0.026 0.097 0.038
-0.020 -0.051 -0.062
0.044 0.133 -0.199
-0.051 -0.109 0.186
0.363 0.017 0.117
-0.046 0.017 -0.081
-0.071 0.021 0.108
0.200 -0.017 0.140
0.094 0.048 0.012
-0.033 -0.014 -0.027
-0.020 0.016 -0.012
0.067 0.130 -0.094
0.085 0.023 0.022
-0.073 0.158 -0.120
-0.026 0.046 -0.032
0.185 0.172 -0.036
0.422 0.138 -0.063
0.080 -0.028 0.087
0.023 -0.050 -0.012
0.112 0.036 -0.028
-0.024 -0.004 -0.061
-0.028 0.068 0.009
0.004 -0.090 0.132
-0.093 0.030 0.005
-0.062 -0.030 -0.139
0.030 0.098 -0.063
0.074 -0.041 -0.015
0.091 -0.181 0.160
0.048 -0.031 -0.030
0.002 -0.008 -0.017
0.011 -0.037 0.035
0.016 -0.042 0.069
-0.100 -0.009 -0.034
0.015 -0.018 -0.092
0.011 -0.015 -0.079
0.012 -0.037 0.065
-0.089 0.159 -0.059
0.102 0.028 0.027
0.194 0.157 0.344
0.045 0.024 -0.022
-0.064 0.040 0.060
0.059 0.092 0.019
-0.062 0.043 -0.097
0.091 0.041 -0.104
-0.210 0.010 -0.023
0.115 0.076 -0.057
0.017 0.005 0.048
0.013 0.037 -0.043
-0.385 -0.071 -0.147
0.016 0.060 0.012
-0.090 -0.026 -0.026
-0.072 -0.053 -0.011
0.013 0.005 0.060
0.053 0.003 0.028
-0.046 -0.005 0.042
-0.055 -0.028 0.066
0.046 -0.112 -0.040
-0.055 0.100 -0.024
-0.120 -0.123 -0.154
0.028 -0.015 0.030
0.061 -0.020 0.067
0.021 -0.015 -0.086
0.004 0.001 -0.080
0.076 0.024 -0.005
0.021 0.024 0.044
0.078 0.020 -0.109
-0.002 -0.045 0.037


No. 2
Formula: C2H8NO3P
Source: the OMol25 dataset
Level of theory: ωB97M-V/def2-TZVPD

Summary:
SMILES	[H]/N=P/OC.C=O.O
HOMO	-0.33153	Eh
molar mass	125.064	g mol⁻¹
LUMO level	0.51	eV
multiplicity	1
charge	0
total energy	-19123.08886	eV
energy relative to the best compared isomer or geometry (same formula, charge and spin)	67.3	kcal per mole

CARTESIAN COORDINATES (ANGSTROEM)
P  0.38339  0.56045  -0.52047
O  -3.68809  1.13504  -0.03985
O  1.66145  0.11866  0.43135
O  -0.93517  -1.81267  -0.01825
N  1.03703  1.28751  -1.67874
C  2.98610  0.53679  0.17871
C  -1.23756  -2.10409  1.09977
H  0.69063  1.63894  -2.51390
H  3.16616  0.54920  -0.99515
H  3.73815  -0.36999  0.55319
H  -1.65683  -1.34019  1.85948
H  -1.25028  -3.11435  1.39478
H  -3.34888  0.28014  -0.36423
H  3.12942  1.47492  0.67575
H  -4.67550  1.15963  -0.06245

Cartesian forces, eV/Å:
0.591 0.145 0.843
-0.663 -0.070 0.002
-1.093 -0.101 -0.024
0.069 -0.095 -0.341
1.207 -0.320 0.586
2.072 -3.430 -2.136
-1.206 1.961 0.506
-0.987 0.692 -1.383
-0.286 0.521 2.544
-1.942 2.593 -0.532
0.737 -0.708 -0.881
0.191 -1.673 0.781
-0.676 0.535 0.154
0.591 0.439 0.040
1.395 -0.489 -0.159


No. 3
Formula: C25H36F19O17PSSi
Source: the OMol25 dataset
Level of theory: ωB97M-V/def2-TZVPD

Summary:
SMILES	O=[PH2][Si@@H](COO)S(=O)(=O)F.CCOC(=O)C(F)(F)F.CCOC(=O)C(F)(F)F.CCOC(=O)C(F)(F)F.CCOC(=O)C(F)(F)F.CCOC(=O)C(F)(F)F.CCOC(=O)C(F)(F)F
HOMO	-0.37106	Eh
molar mass	1060.635	g mol⁻¹
LUMO level	0.03	eV
multiplicity	1
charge	0
total energy	-140949.09998	eV

CARTESIAN COORDINATES (ANGSTROEM)
S  -3.46668  1.24980  -3.92748
P  -0.99781  -1.57481  -3.82845
Si  -2.78112  -0.65253  -4.89513
F  8.70251  5.68864  3.14370
F  -2.94883  -10.59522  -3.04960
F  1.21386  3.42041  4.13263
F  10.09704  4.03784  3.30478
F  -3.20706  -9.71889  -1.09037
F  -1.42913  -10.87728  -1.53362
F  -6.59430  -0.09320  2.58332
F  2.52258  0.92996  -4.14932
F  -8.12211  -1.39530  1.76725
F  -2.62649  -2.75068  2.21342
F  1.49762  5.32858  3.14990
F  -2.39478  -3.53601  0.20528
F  0.53662  1.59740  -4.70235
F  -4.37130  -3.32671  1.06115
F  10.77992  6.06338  3.62805
F  2.33745  3.52581  2.28752
F  -4.96026  0.96540  -3.47092
F  0.84645  0.58554  -2.81511
F  -8.66219  0.13882  3.19040
O  -4.19815  -0.66913  0.94119
O  -1.35070  -8.53890  -3.69340
O  4.32231  4.83919  3.45662
O  -7.81439  -1.49746  5.16127
O  3.42205  4.22672  5.43968
O  -1.21768  -7.99982  -1.50031
O  10.92117  6.37198  0.96289
O  -2.42203  -0.96243  -0.42626
O  -3.56100  2.24583  -4.94497
O  -6.77802  -2.76279  3.59762
O  -1.14929  -3.05873  -3.90934
O  9.69144  4.48982  0.71622
O  -4.39495  -2.68182  -3.87450
O  -5.27936  -1.85762  -3.09933
O  -2.72877  1.48739  -2.72647
O  2.21374  2.63869  -1.83173
O  1.41627  3.86169  -3.56137
C  6.42382  3.90444  4.27587
C  1.66171  2.82834  -3.01563
C  -3.15662  -2.77485  0.98032
C  -7.46462  -1.72538  4.04154
C  -5.15226  0.74427  -0.79278
C  -0.48372  -6.78330  -1.79917
C  5.59099  5.14928  4.08700
C  -7.73007  -0.74942  2.87041
C  9.86110  4.52752  -0.72293
C  -4.13251  -1.96216  -5.07288
C  2.54559  3.83700  -1.08580
C  -2.31296  -10.00494  -2.04295
C  -3.20976  -1.34188  0.39072
C  11.18428  3.92310  -1.13052
C  9.97071  5.30555  2.90246
C  -1.57034  -8.73784  -2.53532
C  -7.52644  -4.71124  4.86146
C  2.07611  4.15371  3.44258
C  -1.41127  -5.65699  -2.17959
C  1.33885  4.37381  -0.35534
C  -4.37087  0.70003  0.49943
C  -6.39467  -3.74899  4.58593
C  10.27641  5.46342  1.39324
C  1.38404  1.45954  -3.68204
C  3.36850  4.39774  4.25895
H  2.96938  4.57257  -1.76846
H  3.32152  3.51940  -0.39276
H  7.39724  4.17008  4.68219
H  9.02207  3.95346  -1.10886
H  6.57133  3.39281  3.32422
H  -6.07044  -3.23510  5.49002
H  0.05765  -6.56521  -0.88094
H  -5.95392  -2.51066  -2.86301
H  0.57062  4.70119  -1.05590
H  -5.05037  -1.49576  -5.44330
H  -7.85809  -5.18480  3.93738
H  6.06776  5.85078  3.40696
H  -1.93491  -5.88232  -3.10798
H  -5.53737  -4.25227  4.14507
H  -0.87552  -1.02776  -2.54176
H  -3.39788  1.17965  0.39968
H  -2.36706  -0.21067  -6.23985
H  -7.18792  -5.48636  5.54868
H  -3.77466  -2.70474  -5.79020
H  -4.91580  1.18353  1.30524
H  0.11832  -1.11096  -4.55109
H  -8.37501  -4.19720  5.31132
H  -4.59894  0.26639  -1.59949
H  5.94036  3.21213  4.96474
H  0.24298  -6.99258  -2.58345
H  9.76464  5.55791  -1.06240
H  -5.34407  1.77984  -1.07302
H  11.27394  2.90628  -0.74834
H  0.90826  3.60698  0.28576
H  1.63232  5.22446  0.25846
H  -2.15454  -5.49579  -1.39823
H  -0.85832  -4.73296  -2.33105
H  5.40233  5.65789  5.03146
H  -6.10639  0.22898  -0.67394
H  11.25320  3.89468  -2.21771
H  12.01671  4.51181  -0.74726

Cartesian forces, eV/Å:
0.324 0.160 -0.258
-0.131 -0.783 0.016
0.016 -0.184 -0.171
0.058 0.051 -0.038
0.020 0.007 0.013
0.015 0.019 -0.012
0.003 0.021 0.000
0.012 0.001 -0.019
-0.015 0.019 -0.004
-0.071 0.055 0.010
-0.063 0.020 0.030
-0.009 0.021 0.003
-0.038 -0.011 -0.056
0.012 -0.022 -0.006
0.057 -0.167 0.075
0.057 -0.028 0.067
0.032 -0.003 0.017
-0.020 0.003 -0.012
0.056 -0.051 0.134
0.089 0.120 -0.714
0.174 0.239 -0.023
0.033 0.000 0.024
0.136 -0.046 0.066
0.004 0.019 0.005
-0.052 0.005 0.022
-0.008 -0.032 -0.002
0.020 -0.004 -0.008
-0.007 -0.057 -0.026
0.005 -0.018 -0.014
0.035 0.014 -0.039
-0.091 0.030 0.105
-0.014 0.043 0.006
-0.023 0.257 -0.056
-0.008 0.047 0.033
-0.038 -0.024 -0.117
0.059 -0.064 0.047
-0.078 0.008 -0.044
0.008 -0.005 -0.064
0.023 0.005 0.019
-0.156 -0.194 0.003
-0.039 -0.075 -0.021
-0.003 0.216 -0.142
0.009 0.035 -0.064
0.149 -0.304 0.199
0.243 0.232 0.016
0.220 0.138 0.070
0.037 -0.101 -0.003
-0.043 0.001 -0.210
-0.071 0.166 0.373
0.152 0.167 0.169
0.011 0.034 -0.008
-0.127 -0.062 0.084
0.050 -0.013 0.128
0.013 -0.026 -0.046
-0.037 -0.061 0.041
-0.094 0.067 -0.069
0.049 0.010 0.032
-0.234 -0.192 0.034
-0.227 -0.041 -0.204
-0.192 0.383 -0.086
0.127 -0.125 0.120
-0.024 -0.018 0.062
-0.070 0.034 0.025
-0.051 0.000 -0.053
-0.066 -0.035 -0.066
-0.039 -0.080 -0.008
0.003 0.008 0.008
0.001 -0.030 0.067
0.059 0.049 -0.010
-0.060 0.053 -0.018
-0.067 -0.055 0.043
0.017 0.068 0.006
0.061 0.045 -0.036
-0.004 -0.170 -0.125
0.034 -0.034 0.011
-0.047 -0.036 -0.057
0.055 0.039 -0.033
-0.027 0.025 -0.063
-0.008 0.089 -0.074
0.064 -0.148 -0.049
-0.029 0.139 0.048
0.003 -0.004 -0.001
-0.012 0.021 0.002
0.023 -0.098 0.076
-0.035 0.245 0.139
0.026 0.000 0.034
-0.143 0.014 0.561
-0.005 0.041 0.027
-0.078 -0.076 -0.041
0.038 0.018 0.069
0.029 -0.019 0.019
-0.021 -0.012 -0.042
0.038 0.029 0.033
-0.006 -0.016 0.023
0.047 0.011 0.017
0.020 -0.029 -0.020
-0.081 -0.061 0.008
-0.046 0.044 0.030
-0.002 -0.002 -0.003
-0.012 0.027 -0.033


What is the formula in the second record? C2H8NO3P


What is the LUMO level in the first record? -3.42 eV